No. 1
Density functional theory data (ωB97M-V/def2-TZVPD) for a cluster of 3 separate species, C17H41B2O11P2 in total.

```
73
Properties=species:S:1:pos:R:3:forces:R:3:lowdin_charge:R:1
C -1.68488 3.97329 -1.32333 -0.71 -0.07 -0.48 -0.0744
C -2.13550 2.78335 -1.88683 0.69 -0.05 -0.44 -0.0684
B -1.28090 1.39075 -1.58135 0.92 1.30 -0.80 -0.7020
O -0.72944 1.52807 -0.18048 -0.22 -0.76 0.06 -0.0618
C -2.36320 0.13734 -1.60069 -0.41 -0.59 0.19 -0.0864
C -1.96496 -1.01350 -2.44385 -0.31 -0.02 -0.02 -0.3186
O -2.08995 -1.10394 -3.65123 0.09 -0.02 0.05 -0.0048
B -0.00068 1.24980 -2.72084 -0.11 -0.20 0.00 -0.4096
C 1.40254 0.52033 -2.42436 -0.30 0.39 -0.63 -0.0292
O -0.17908 1.83140 -3.97295 -0.07 -0.53 -0.04 0.0910
H -2.11865 4.40001 -0.41814 -1.06 1.12 -1.03 0.0210
H -0.88580 4.51510 -1.83104 1.50 -0.91 1.33 0.0288
H -3.06000 2.75470 -2.48657 -1.13 -0.41 1.79 0.0693
H 0.12321 1.95288 -0.23942 0.06 0.20 0.07 0.0299
H -3.36951 0.45887 -1.89490 0.15 0.17 -0.27 0.0979
H -2.45363 -0.22310 -0.56907 0.16 0.10 0.02 0.0951
H -1.54396 -1.90049 -1.90483 0.20 0.21 0.00 0.1128
H 1.26960 -0.47613 -2.00121 0.07 0.00 0.07 0.0469
H 1.93391 1.14091 -1.69466 0.03 -0.13 0.08 0.0536
H 2.01975 0.48213 -3.33330 0.15 -0.21 0.11 0.0410
H 0.32581 1.35735 -4.64215 0.36 0.29 -0.05 0.0774
O -1.00576 4.86978 2.50775 0.84 -3.14 -0.38 -0.1969
P -0.66525 4.60789 3.92257 -0.92 5.80 2.79 0.5830
O -2.07013 4.85924 4.73167 0.42 -0.73 -0.22 -0.2103
C -3.13241 3.91994 4.54134 -0.27 -0.18 -0.06 -0.2819
C -2.84245 2.58182 5.19714 0.18 -0.01 -0.02 -0.0839
O 0.12654 5.99850 4.28543 0.26 -0.50 0.15 -0.2483
C 0.54204 6.92217 3.28362 -0.04 0.34 -0.09 -0.2834
C -0.47626 8.03158 3.12729 -0.19 0.04 0.09 -0.0750
O 0.07620 3.79986 5.12788 -0.43 -1.46 -2.23 -0.2124
C 0.88536 4.38068 6.15145 0.63 -0.02 0.45 -0.2714
C 0.07991 5.15642 7.16877 -0.31 0.13 -0.09 -0.0748
H -3.32536 3.79129 3.47282 0.05 0.04 0.00 0.1158
H -4.02363 4.36292 4.98659 0.09 0.14 0.02 0.1138
H -2.00358 2.07923 4.70990 -0.06 -0.04 -0.02 0.0730
H -3.71265 1.92752 5.13352 -0.01 0.03 -0.04 0.0769
H -2.57452 2.71487 6.24597 -0.06 0.03 0.02 0.0724
H 0.73743 6.42187 2.33711 -0.18 -0.10 0.01 0.1089
H 1.49181 7.34585 3.62255 -0.01 -0.09 0.12 0.1138
H -1.46095 7.63225 2.88467 0.07 -0.10 -0.13 0.0772
H -0.17786 8.72563 2.34011 0.02 -0.01 0.00 0.0751
H -0.57927 8.58554 4.06277 0.07 0.03 -0.01 0.0725
H 1.68958 4.97688 5.72587 -0.17 0.12 -0.16 0.1118
H 1.36931 3.53951 6.65406 -0.16 -0.15 -0.17 0.1176
H -0.40577 6.02346 6.72596 0.06 0.00 -0.08 0.0692
H 0.73309 5.50344 7.97178 0.05 -0.09 -0.01 0.0779
H -0.70333 4.52872 7.59576 0.06 -0.05 0.05 0.0765
O 2.28481 -6.16503 -5.33691 3.39 0.00 0.49 -0.2234
P 2.26640 -6.01648 -3.85777 -6.55 0.53 1.43 0.5599
O 1.56400 -7.40368 -3.32596 0.81 0.25 -0.11 -0.2065
C 2.28555 -8.62543 -3.46300 0.09 -0.22 -0.01 -0.2922
C 3.46387 -8.70910 -2.50794 0.07 0.12 -0.03 -0.0863
O 1.04428 -4.95774 -3.68487 0.56 -0.04 0.18 -0.2405
C 0.46968 -4.22698 -4.77191 -0.44 0.19 -0.17 -0.2634
C -0.77201 -4.92477 -5.28172 -0.06 -0.27 0.04 -0.0700
O 2.91185 -5.60111 -2.42877 1.95 -0.68 -1.89 -0.2172
C 2.29018 -4.76509 -1.43753 0.01 0.67 0.58 -0.2534
C 1.14819 -5.44981 -0.72507 -0.14 -0.33 -0.19 -0.0700
H 2.61886 -8.74467 -4.49856 -0.04 0.03 0.00 0.1090
H 1.58129 -9.42978 -3.24897 -0.11 0.10 0.00 0.1149
H 4.22492 -7.96512 -2.75612 0.01 -0.05 0.00 0.0687
H 3.92637 -9.69643 -2.55428 -0.03 -0.01 -0.03 0.0743
H 3.14553 -8.51474 -1.48408 -0.04 -0.04 0.01 0.0756
H 1.19433 -4.05945 -5.56644 0.09 -0.22 0.02 0.1062
H 0.19497 -3.24545 -4.38034 0.04 -0.06 0.15 0.1173
H -0.55320 -5.94828 -5.59153 0.13 0.05 -0.09 0.0718
H -1.19926 -4.38650 -6.12809 0.00 0.05 0.04 0.0781
H -1.52149 -4.98547 -4.49165 -0.02 0.12 -0.01 0.0777
H 1.99397 -3.80882 -1.86043 -0.11 -0.13 -0.22 0.1141
H 3.07532 -4.54130 -0.71220 0.17 -0.19 -0.17 0.1186
H 0.32419 -5.67389 -1.39928 0.01 0.09 -0.06 0.0712
H 0.77200 -4.80591 0.07085 0.09 0.05 0.00 0.0841
H 1.47867 -6.39496 -0.29056 0.05 0.05 0.07 0.0747
```
Positions in Å, forces in eV/Å.

Properties
**Total energy**: -60747.996 eV
**Charge**: -1
**HOMO-LUMO gap**: 0.156 Ha
**Spin multiplicity**: 1
**LUMO energy**: 0.0734 Ha

No. 2
Density functional theory data (ωB97M-V/def2-TZVPD) for a cluster of 2 separate species, C17H41BN3O7P2 in total.

```
71
Properties=species:S:1:pos:R:3:forces:R:3:lowdin_charge:R:1
C -6.30964 -1.53773 3.96879 1.70 0.01 -0.40 0.1813
C -5.42241 -1.44957 3.12674 -0.79 -0.16 1.24 -0.1484
N -4.26292 -1.44108 2.19419 -4.39 0.41 1.83 -0.2142
C -3.23521 -0.49105 2.74911 1.84 2.03 1.58 -0.1543
C -1.89278 -1.11320 3.31228 0.88 0.37 1.04 -0.1871
P -0.50769 -1.27674 2.03098 0.33 -1.41 -2.27 0.6684
O -0.97033 -1.11581 0.60376 0.26 0.41 2.19 -0.3045
O 0.01720 -2.89350 2.17087 -0.42 2.89 -0.09 -0.2647
C 0.59422 -3.35859 0.91511 0.81 -1.94 -0.76 -0.2724
C -0.44948 -4.16087 -0.00119 0.47 0.38 -0.26 -0.0900
O 0.69366 -0.17283 2.41239 -1.98 -1.95 -0.62 -0.2347
C 1.16186 0.57456 1.25629 1.31 2.31 -0.79 -0.2644
C 0.30214 1.90730 0.97262 0.51 -0.19 -0.76 -0.0689
B -4.79692 -0.91108 0.82481 -1.45 0.40 -2.55 -0.5972
O -6.20293 -0.79878 0.71703 2.53 1.07 0.67 0.1682
N -3.84111 -0.61447 -0.24811 -1.41 0.32 0.97 -0.1352
C -3.91342 -1.56623 -1.39489 1.02 -0.29 -0.63 -0.0555
C -3.82343 0.81219 -0.65564 1.11 0.83 -0.46 -0.0699
P -3.76278 -3.15694 1.97371 2.08 -3.57 -0.91 1.0313
C -4.13836 -4.14669 3.55681 -1.59 0.11 -0.55 -0.2152
O -4.86348 -3.83389 0.84310 1.25 1.04 1.38 -0.2617
H -6.95515 -1.64162 4.88812 0.88 0.24 -1.85 0.0973
H -2.96066 0.35823 2.03182 -0.55 -1.64 0.47 0.1309
H -3.73326 0.04341 3.63097 0.56 -1.00 -1.30 0.1549
H -2.02349 -2.06067 3.93826 0.14 1.18 -1.10 0.0935
H -1.48299 -0.34732 4.06318 -0.69 -0.94 -1.03 0.1198
H 1.38939 -4.13053 1.20416 -1.02 1.23 -0.16 0.1301
H 1.14491 -2.54640 0.35386 -0.97 -0.78 0.64 0.1091
H -0.04256 -4.14826 -1.07031 -0.64 0.09 1.39 0.0894
H -1.47727 -3.66575 0.01595 1.46 -0.67 -0.02 0.0264
H -0.50130 -5.26388 0.28555 -0.08 1.57 -0.10 0.0809
H 2.20229 0.96023 1.54053 -1.42 -0.81 -0.19 0.1340
H 1.32136 -0.04305 0.32253 -0.70 0.49 1.29 0.0949
H -0.80054 1.77518 1.18978 1.29 0.12 0.01 0.0536
H 0.39157 2.16994 -0.13746 -0.10 -0.54 1.54 0.0778
H 0.76405 2.80160 1.51455 -0.92 -1.35 -0.42 0.0873
H -6.37669 0.06044 0.26401 -0.19 -1.08 -0.08 0.1352
H -2.89874 -2.09864 -1.44418 -1.47 0.46 0.03 0.0988
H -3.99440 -0.96709 -2.35092 -0.19 -0.82 1.01 0.1023
H -4.76404 -2.31568 -1.32564 0.98 1.01 -0.10 0.0942
H -4.83786 1.26369 -0.90002 0.98 -0.53 0.17 0.0975
H -3.15744 0.89094 -1.58252 -1.02 -0.02 1.26 0.1155
H -3.30969 1.48301 0.11967 -0.80 -1.02 -0.89 0.0940
H -3.78931 -5.21516 3.34334 -0.09 1.64 0.17 0.0747
H -3.65494 -3.70337 4.47580 -0.54 -0.55 -1.10 0.0573
H -5.27449 -4.21868 3.66190 1.51 0.19 0.19 0.0599
H -4.26575 -4.22075 0.16104 -0.61 0.45 0.41 0.0690
C 6.10530 1.04376 -4.30228 0.09 -0.12 0.23 -0.1134
O 6.51571 1.54479 -3.04025 -0.05 0.17 -0.40 -0.1980
C 6.88417 2.92586 -3.06816 0.05 0.03 0.61 -0.2045
C 5.85567 3.77447 -2.32634 -0.12 -0.27 -0.43 -0.2073
N 4.59039 3.83857 -3.05877 0.04 -0.02 0.28 -0.0519
C 3.48125 4.39366 -2.28229 0.02 -0.21 -0.18 -0.1937
C 3.04847 3.64195 -1.01544 -0.32 0.36 -0.10 -0.2167
O 2.44838 2.37470 -1.26640 0.40 0.04 0.16 -0.2129
C 3.36974 1.31054 -1.45540 -0.30 -0.04 -0.15 -0.0878
H 6.02451 -0.04107 -4.22365 0.03 0.06 0.08 0.0892
H 5.12745 1.44023 -4.58697 -0.01 0.05 -0.20 0.0738
H 6.83980 1.27896 -5.07832 -0.08 0.03 -0.02 0.0900
H 7.04449 3.28714 -4.08772 -0.16 -0.07 -0.03 0.1226
H 7.83829 3.00012 -2.53646 -0.04 0.04 -0.05 0.1223
H 6.24795 4.78698 -2.19806 -0.03 0.01 0.00 0.1242
H 5.71771 3.33086 -1.33487 0.21 0.02 0.14 0.0996
H 4.33200 2.90358 -3.35141 0.08 0.10 -0.03 0.0636
H 2.62072 4.43602 -2.95632 -0.04 0.03 0.11 0.1196
H 3.72256 5.42884 -2.01718 0.03 -0.07 0.07 0.1198
H 2.26948 4.24491 -0.53670 -0.01 -0.05 -0.04 0.1172
H 3.85211 3.55386 -0.27676 0.11 -0.15 -0.11 0.1123
H 4.27813 1.43416 -0.86040 0.02 0.07 -0.10 0.0962
H 3.61530 1.20829 -2.51417 0.24 -0.08 0.06 0.0747
H 2.88122 0.38402 -1.14843 -0.02 0.05 0.01 0.0716
```
Positions in Å, forces in eV/Å.

Properties
**Energy above the lowest of the compared OMol25 structures with the same formula, charge and spin**: 0.0000 eV
**Total energy**: -56341.964 eV
**Charge**: +1
**HOMO-LUMO gap**: 0.271 Ha
**Spin multiplicity**: 1
**LUMO energy**: -0.1056 Ha